(1)
{
  "formula": "C4H3N3O",
  "method": "the ωB97M-V functional and the def2-TZVPD basis",
  "elements": ["O", "C", "C", "N", "C", "N", "N", "C", "H", "H", "H"],
  "positions_angstrom": [[2.10, -0.33, 0.73], [1.17, 0.04, 0.02], [0.44, -1.09, -0.62], [-0.83, -1.44, -0.40], [-1.52, -0.64, 0.46], [-1.41, 0.68, 0.41], [-0.72, 1.51, -0.26], [0.58, 1.33, -0.42], [0.89, -1.86, -1.26], [-2.39, -0.95, 1.17], [1.26, 2.36, -0.61]],
  "e_above_lowest_ev": 3.720,
  "multiplicity": 1,
  "e_tot_ev": -10709.9308,
  "smiles": "O=c1cncnnc1"
}

(2)
{
  "formula": "C45H99BeClN6O9",
  "method": "the ωB97M-V functional and the def2-TZVPD basis",
  "elements": ["Be", "N", "H", "H", "H", "H", "Cl", "O", "O", "O", "O", "C", "C", "C", "C", "C", "C", "N", "O", "C", "C", "C", "H", "H", "H", "H", "H", "H", "H", "H", "H", "H", "H", "H", "H", "H", "H", "H", "H", "H", "H", "C", "C", "C", "C", "C", "C", "N", "O", "C", "C", "C", "H", "H", "H", "H", "H", "H", "H", "H", "H", "H", "H", "H", "H", "H", "H", "H", "H", "H", "H", "C", "C", "C", "C", "C", "C", "N", "O", "C", "C", "C", "H", "H", "H", "H", "H", "H", "H", "H", "H", "H", "H", "H", "H", "H", "H", "H", "H", "H", "H", "C", "C", "C", "C", "C", "C", "N", "O", "C", "C", "C", "H", "H", "H", "H", "H", "H", "H", "H", "H", "H", "H", "H", "H", "H", "H", "H", "H", "H", "H", "C", "C", "C", "C", "C", "C", "N", "O", "C", "C", "C", "H", "H", "H", "H", "H", "H", "H", "H", "H", "H", "H", "H", "H", "H", "H", "H", "H", "H", "H"],
  "positions_angstrom": [[-3.97, 5.02, -0.94], [-1.18, 1.60, -6.69], [-0.95, 1.11, -5.84], [-1.93, 2.28, -6.61], [-1.36, 0.95, -7.45], [-0.39, 2.18, -6.93], [-2.07, 0.86, -1.62], [-3.41, 1.03, -1.18], [-2.04, -0.08, -2.71], [-1.62, 2.18, -2.09], [-1.29, 0.51, -0.45], [-1.15, 0.12, 6.92], [-2.17, -0.96, 6.39], [-3.05, -1.43, 7.53], [-4.30, -2.31, 7.19], [-5.17, -1.52, 6.17], [-4.36, -0.97, 4.98], [-3.08, -0.31, 5.39], [-2.43, 0.28, 4.31], [-4.09, -2.15, 3.94], [-5.37, 0.06, 4.35], [-1.38, -2.06, 5.79], [-0.41, 0.36, 6.16], [-0.49, -0.30, 7.68], [-1.69, 1.02, 7.18], [-2.42, -1.92, 8.28], [-3.29, -0.53, 8.09], [-4.88, -2.45, 8.10], [-4.04, -3.25, 6.71], [-5.45, -0.74, 6.87], [-6.08, -2.02, 5.85], [-3.09, -2.17, 3.51], [-4.24, -3.13, 4.40], [-4.70, -2.11, 3.04], [-6.38, -0.28, 4.13], [-5.56, 0.89, 5.03], [-5.01, 0.45, 3.40], [-0.65, -1.67, 5.08], [-2.07, -2.75, 5.31], [-0.85, -2.71, 6.48], [-2.08, -0.50, 3.87], [-0.09, 6.01, 1.52], [-0.68, 6.02, 2.94], [-0.37, 7.44, 3.44], [-1.12, 7.75, 4.75], [-2.66, 7.70, 4.43], [-3.11, 6.25, 3.95], [-2.15, 5.78, 2.85], [-2.35, 4.51, 2.34], [-3.08, 5.25, 5.10], [-4.50, 6.43, 3.42], [0.16, 4.94, 3.73], [-0.10, 5.03, 1.05], [0.96, 6.28, 1.44], [-0.64, 6.69, 0.87], [0.71, 7.52, 3.53], [-0.64, 8.19, 2.70], [-0.89, 8.74, 5.14], [-0.94, 7.01, 5.53], [-2.97, 8.59, 3.88], [-2.98, 7.84, 5.46], [-2.11, 5.12, 5.59], [-3.73, 5.50, 5.95], [-3.42, 4.25, 4.82], [-5.21, 6.35, 4.24], [-4.56, 7.40, 2.94], [-4.85, 5.64, 2.75], [1.17, 5.34, 3.75], [0.09, 3.99, 3.20], [-0.22, 4.86, 4.75], [-2.07, 3.94, 3.06], [5.33, -4.45, 1.16], [5.32, -3.03, 0.58], [3.99, -2.85, -0.23], [3.56, -1.44, -0.46], [3.51, -0.70, 0.88], [4.91, -0.67, 1.61], [5.43, -2.05, 1.72], [6.47, -2.22, 2.59], [5.89, 0.25, 0.83], [4.56, -0.14, 2.96], [6.51, -2.84, -0.34], [4.55, -4.69, 1.89], [6.29, -4.65, 1.64], [5.15, -5.20, 0.39], [4.02, -3.26, -1.24], [3.33, -3.50, 0.34], [2.64, -1.42, -1.05], [4.25, -0.92, -1.13], [2.75, -1.15, 1.52], [3.22, 0.32, 0.64], [6.64, 0.68, 1.50], [6.52, -0.27, 0.11], [5.34, 1.07, 0.37], [3.80, -0.63, 3.56], [5.46, 0.01, 3.57], [4.18, 0.85, 2.72], [6.79, -3.70, -0.94], [7.40, -2.77, 0.28], [6.38, -2.02, -1.05], [6.08, -2.40, 3.45], [0.65, 5.43, -6.58], [2.01, 5.05, -6.09], [2.12, 5.34, -4.57], [3.38, 4.76, -3.86], [3.64, 3.30, -4.24], [3.59, 3.02, -5.78], [2.36, 3.61, -6.40], [2.22, 3.27, -7.73], [4.94, 3.53, -6.36], [3.66, 1.46, -5.91], [2.84, 6.16, -6.89], [0.51, 5.50, -7.66], [-0.03, 4.78, -6.02], [0.41, 6.45, -6.29], [1.96, 6.38, -4.29], [1.21, 4.91, -4.13], [4.25, 5.35, -4.16], [3.29, 5.00, -2.80], [2.85, 2.74, -3.74], [4.60, 3.06, -3.77], [4.93, 3.53, -7.45], [5.76, 2.97, -5.91], [5.17, 4.58, -6.22], [2.85, 0.99, -5.35], [4.62, 1.13, -5.52], [3.43, 1.15, -6.93], [2.63, 5.90, -7.92], [2.69, 7.24, -6.82], [3.90, 6.04, -6.71], [2.85, 3.85, -8.17], [-1.99, -10.46, -4.31], [-2.44, -9.02, -3.91], [-3.86, -9.05, -3.27], [-4.30, -7.73, -2.60], [-3.16, -7.21, -1.70], [-1.70, -7.22, -2.26], [-1.45, -8.47, -3.01], [-0.16, -8.54, -3.48], [-1.33, -5.94, -3.10], [-0.79, -7.20, -0.97], [-2.55, -8.23, -5.20], [-1.01, -10.47, -4.79], [-2.74, -10.94, -4.94], [-1.94, -11.16, -3.48], [-4.60, -9.30, -4.04], [-3.85, -9.87, -2.56], [-5.26, -7.82, -2.08], [-4.56, -7.07, -3.42], [-3.09, -7.83, -0.80], [-3.58, -6.29, -1.29], [-1.89, -5.86, -4.03], [-1.38, -5.05, -2.47], [-0.29, -6.15, -3.37], [-0.75, -6.21, -0.52], [-1.13, -7.82, -0.14], [0.24, -7.53, -1.16], [-3.18, -8.67, -5.98], [-1.52, -8.03, -5.51], [-3.06, -7.29, -4.99], [0.29, -9.17, -2.91]],
  "e_above_lowest_ev": 2.694,
  "multiplicity": 1,
  "e_tot_ev": -88523.9377,
  "total_charge": 2
}

(3)
{
  "formula": "C3H8O3S",
  "method": "the ωB97M-V functional and the def2-TZVPD basis",
  "elements": ["O", "C", "O", "O", "C", "C", "S", "H", "H", "H", "H", "H", "H", "H", "H"],
  "positions_angstrom": [[-2.10, 0.68, -0.63], [-1.08, -0.19, -0.36], [-0.64, -0.80, -1.53], [-1.51, -1.16, 0.52], [0.11, 0.71, 0.22], [1.39, -0.18, 0.43], [2.94, 0.85, 0.39], [-2.82, 0.11, -1.07], [-0.96, -1.68, -1.40], [-0.71, -1.34, 1.07], [0.36, 1.52, -0.47], [-0.06, 1.17, 1.30], [1.43, -1.12, -0.34], [1.21, -0.64, 1.39], [2.43, 2.08, 0.47]],
  "e_above_lowest_ev": 1.287,
  "multiplicity": 1,
  "e_tot_ev": -20217.6641,
  "smiles": "OC(O)(O)CCS"
}

(4)
{
  "formula": "C6H14N2",
  "method": "the ωB97M-V functional and the def2-TZVPD basis",
  "elements": ["H", "N", "C", "C", "N", "H", "H", "H", "H", "H", "C", "C", "C", "C", "H", "H", "H", "H", "H", "H", "H", "H"],
  "positions_angstrom": [[-0.92, -1.89, 1.21], [0.08, -1.85, 1.01], [0.71, -1.08, 1.77], [0.13, -0.25, 2.89], [-1.32, -0.23, 2.82], [1.78, -1.00, 1.63], [0.43, -0.71, 3.84], [0.60, 0.76, 2.85], [-1.63, 0.29, 2.01], [-1.72, 0.19, 3.64], [1.13, 1.13, -2.97], [0.29, 0.57, -2.12], [-0.10, -0.87, -2.20], [-0.33, 1.33, -0.99], [1.57, 0.58, -3.78], [1.41, 2.17, -2.90], [0.41, -1.37, -3.01], [0.13, -1.38, -1.26], [-1.18, -0.96, -2.36], [-0.03, 2.38, -1.00], [-0.03, 0.89, -0.04], [-1.42, 1.28, -1.05]],
  "e_above_lowest_ev": 1.329,
  "multiplicity": 1,
  "e_tot_ev": -9428.1554,
  "smiles": "[H]/N=C\\CN.C=C(C)C"
}